No. 1
CH3N4P | wB97M-V/def2-TZVPD

Strongest force on any atom (eV/Å): 4.25
Energy above the lowest of the compared OMol25 structures with the same formula, charge and spin (kcal per mole): 4.5
Gap between HOMO and LUMO (eV): 8.34
2S+1: 1
HOMO (Eh): -0.324

Positions of all 9 atoms, in Å:
C1 0.660 1.187 0.041
N1 1.831 0.549 0.070
N2 1.800 -0.761 0.025
N3 0.471 -1.187 -0.049
N4 -2.090 -0.453 0.163
P1 -0.654 0.039 -0.141
H1 0.439 2.266 -0.040
H2 0.213 -2.132 -0.057
H3 -2.671 0.493 -0.011

These are the Mulliken partial charges, in e, on atoms 1 to 8:
1. C -0.24
2. N -0.16
3. N -0.45
4. N 0.05
5. N -0.63
6. P 0.61
7. H 0.35
8. H 0.24

No. 2
CH3N4S | wB97M-V/def2-TZVPD

Strongest force on any atom (eV/Å): 1.63
Energy above the lowest of the compared OMol25 structures with the same formula, charge and spin (kcal per mole): 48.7
SMILES: S=[N+]1[N-]CN[N-]1
Gap between HOMO and LUMO (eV): 7.25
Charge: -1
2S+1: 1
HOMO (Eh): -0.113

Positions of all 9 atoms, in Å:
S1 2.952 -0.023 -0.763
N1 1.212 -0.033 -0.236
N2 0.321 0.507 -0.991
C1 -0.927 0.191 -0.343
N3 -0.549 -0.561 0.878
N4 0.873 -0.629 0.838
H1 -1.513 1.106 -0.134
H2 -1.545 -0.464 -0.988
H3 -0.824 -0.095 1.740

These are the Mulliken partial charges, in e, on atoms 1 to 8:
1. S -0.58
2. N 0.71
3. N -0.63
4. C -0.19
5. N -0.27
6. N -0.59
7. H 0.16
8. H 0.13

No. 3
CH3N4S | wB97M-V/def2-TZVPD

Strongest force on any atom (eV/Å): 4.24
Energy above the lowest of the compared OMol25 structures with the same formula, charge and spin (kcal per mole): 61.4
SMILES: S=[N+]1[N-]CN[N-]1
Gap between HOMO and LUMO (eV): 7.30
Charge: -1
2S+1: 1
HOMO (Eh): -0.116

Positions of all 9 atoms, in Å:
S1 -0.253 1.778 -2.432
N1 -0.182 0.766 -0.882
N2 0.879 0.180 -0.580
C1 0.615 -0.527 0.613
N3 -0.817 -0.276 0.872
N4 -1.211 0.669 -0.110
H1 0.906 -1.544 0.456
H2 1.254 0.081 1.343
H3 -1.192 -1.127 0.720

These are the Mulliken partial charges, in e, on atoms 1 to 8:
1. S -0.57
2. N 0.67
3. N -0.62
4. C -0.26
5. N -0.29
6. N -0.58
7. H 0.24
8. H 0.14

No. 4
CH3N4S | wB97M-V/def2-TZVPD

Strongest force on any atom (eV/Å): 5.39
Energy above the lowest of the compared OMol25 structures with the same formula, charge and spin (kcal per mole): 71.1
SMILES: S=[N+]1[N-]CN[N-]1
Gap between HOMO and LUMO (alpha / beta) (eV): 7.03 / 7.03
Charge: -1
2S+1: 1
HOMO (alpha / beta) (Eh): -0.104 / -0.104

Positions of all 9 atoms, in Å:
S1 0.876 2.777 -2.641
N1 0.577 1.667 -1.527
N2 0.259 0.451 -1.700
C1 0.202 -0.180 -0.386
N3 0.244 0.943 0.637
N4 0.788 2.044 -0.043
H1 -0.740 -0.777 -0.515
H2 1.126 -0.883 -0.300
H3 -0.718 1.145 0.645

These are the Mulliken partial charges, in e, on atoms 1 to 8:
1. S -0.52
2. N 0.51
3. N -0.53
4. C -0.30
5. N -0.28
6. N -0.51
7. H 0.22
8. H 0.16

No. 5
CH3N4Si | wB97M-V/def2-TZVPD

Strongest force on any atom (eV/Å): 2.83
Energy above the lowest of the compared OMol25 structures with the same formula, charge and spin (kcal per mole): 84.1
Gap between HOMO and LUMO (eV): 7.00
Charge: -1
2S+1: 1
HOMO (Eh): -0.113

Positions of all 9 atoms, in Å:
C1 -0.208 0.336 -0.241
N1 -2.488 -0.573 0.207
N2 -1.665 -1.415 0.382
N3 -1.130 1.148 -0.396
N4 -2.539 0.655 -0.102
Si1 1.568 0.051 -0.029
H1 2.636 1.155 -0.235
H2 2.213 -1.179 -0.921
H3 1.613 -0.178 1.335

These are the Mulliken partial charges, in e, on atoms 1 to 8:
1. C 0.23
2. N 0.18
3. N -0.41
4. N -0.34
5. N -0.44
6. Si 0.15
7. H -0.14
8. H -0.09

No. 6
CH3N4Si | wB97M-V/def2-TZVPD

Strongest force on any atom (eV/Å): 3.74
Energy above the lowest of the compared OMol25 structures with the same formula, charge and spin (kcal per mole): 61.5
Gap between HOMO and LUMO (eV): 7.85
Charge: -1
2S+1: 1
HOMO (Eh): -0.143

Positions of all 9 atoms, in Å:
C1 -0.425 -0.262 -0.016
N1 -2.362 0.813 -0.088
N2 -1.137 1.063 -0.118
N3 -1.064 -1.270 0.176
N4 -2.844 -0.252 0.000
Si1 1.456 0.000 -0.002
H1 1.963 -1.124 0.699
H2 2.311 1.250 0.605
H3 2.101 -0.217 -1.257

These are the Mulliken partial charges, in e, on atoms 1 to 8:
1. C 0.52
2. N 0.05
3. N -0.48
4. N -0.66
5. N -0.34
6. Si 0.34
7. H -0.15
8. H -0.12

No. 7
CH3N5 | wB97M-V/def2-TZVPD

Strongest force on any atom (eV/Å): 4.02
Energy above the lowest of the compared OMol25 structures with the same formula, charge and spin (kcal per mole): 46.9
SMILES: [H]/N=c1/nn[nH][nH]1
Gap between HOMO and LUMO (eV): 8.62
2S+1: 1
HOMO (Eh): -0.305

Positions of all 9 atoms, in Å:
H1 0.073 -2.468 0.368
N1 0.913 -1.843 0.359
C1 0.530 -0.595 0.174
N2 1.468 0.388 0.133
N3 0.878 1.511 -0.124
N4 -0.382 1.292 -0.357
N5 -0.689 0.006 -0.124
H2 -1.128 2.039 -0.437
H3 -1.663 -0.330 0.007

These are the Mulliken partial charges, in e, on atoms 1 to 8:
1. H 0.18
2. N -0.61
3. C 0.43
4. N -0.20
5. N -0.32
6. N 0.16
7. N -0.20
8. H 0.28

No. 8
CH3N5 | wB97M-V/def2-TZVPD

Strongest force on any atom (eV/Å): 1.74
Energy above the lowest of the compared OMol25 structures with the same formula, charge and spin (kcal per mole): 40.7
SMILES: [H]/N=c1/nn[nH][nH]1
Gap between HOMO and LUMO (eV): 8.99
2S+1: 1
HOMO (Eh): -0.313

Positions of all 9 atoms, in Å:
H1 -2.467 0.404 -0.057
N1 -2.023 -0.487 0.003
C1 -0.739 -0.407 -0.024
N2 0.117 -1.535 0.005
N3 1.326 -1.147 0.000
N4 1.395 0.142 -0.039
N5 0.136 0.691 0.012
H2 2.267 0.639 0.068
H3 -0.011 1.700 0.032

These are the Mulliken partial charges, in e, on atoms 1 to 8:
1. H 0.20
2. N -0.61
3. C 0.46
4. N -0.21
5. N -0.32
6. N 0.21
7. N -0.20
8. H 0.25

No. 9
CH3N5O | wB97M-V/def2-TZVPD

Strongest force on any atom (eV/Å): 5.85
Energy above the lowest of the compared OMol25 structures with the same formula, charge and spin (kcal per mole): 76.4
SMILES: O/N=c1/nn[nH][nH]1
Gap between HOMO and LUMO (eV): 9.13
2S+1: 1
HOMO (Eh): -0.323

Positions of all 10 atoms, in Å:
O1 -2.215 0.172 0.048
N1 -1.386 -0.881 0.147
C1 -0.179 -0.514 -0.082
N2 0.805 -1.388 -0.037
N3 1.858 -0.864 0.015
N4 1.631 0.553 0.258
N5 0.355 0.799 -0.219
H1 -3.095 -0.451 -0.231
H2 2.295 1.162 -0.361
H3 -0.069 1.412 0.461

These are the Mulliken partial charges, in e, on atoms 1 to 8:
1. O -0.38
2. N -0.42
3. C 0.62
4. N -0.11
5. N -0.29
6. N -0.20
7. N -0.24
8. H 0.41

No. 10
CH3N5O | wB97M-V/def2-TZVPD

Strongest force on any atom (eV/Å): 8.87
Energy above the lowest of the compared OMol25 structures with the same formula, charge and spin (kcal per mole): 97.7
SMILES: N/N=c1/nn[nH]o1
Gap between HOMO and LUMO (eV): 9.34
2S+1: 1
HOMO (Eh): -0.370

Positions of all 10 atoms, in Å:
N1 -1.264 -1.141 -0.984
N2 -0.349 -0.094 -1.517
C1 0.265 0.262 -0.577
N3 1.538 0.778 -0.534
N4 2.058 0.802 0.650
N5 1.149 0.191 1.600
O1 -0.178 0.009 0.784
H1 -1.812 -0.776 -0.160
H2 -2.214 -0.960 -1.431
H3 0.806 0.928 2.170

These are the Mulliken partial charges, in e, on atoms 1 to 8:
1. N -0.44
2. N -0.25
3. C 0.62
4. N -0.14
5. N -0.17
6. N -0.06
7. O -0.34
8. H 0.21

No. 11
CH3N5O | wB97M-V/def2-TZVPD

Strongest force on any atom (eV/Å): 8.27
Energy above the lowest of the compared OMol25 structures with the same formula, charge and spin (kcal per mole): 154.7
Gap between HOMO and LUMO (eV): 8.38
2S+1: 1
HOMO (Eh): -0.347

Positions of all 10 atoms, in Å:
C1 -0.586 -0.589 -0.079
H1 -0.089 1.060 2.465
H2 0.267 -1.417 2.270
H3 1.729 1.345 -0.659
N1 0.883 0.093 1.935
N2 0.507 -0.003 0.584
N3 0.808 1.073 -0.280
N4 -0.012 1.023 -1.438
N5 -0.705 0.105 -1.410
O1 -1.095 -1.686 0.082

These are the Mulliken partial charges, in e, on atoms 1 to 8:
1. C 0.47
2. H 0.24
3. H 0.32
4. H 0.28
5. N -0.69
6. N 0.41
7. N -0.17
8. N -0.23

No. 12
CH3N5OS | wB97M-V/def2-TZVPD

Strongest force on any atom (eV/Å): 7.72
Energy above the lowest of the compared OMol25 structures with the same formula, charge and spin (kcal per mole): 23.3
SMILES: [H]/N=c1/n(O)nnn1S
Gap between HOMO and LUMO (eV): 10.02
2S+1: 1
HOMO (Eh): -0.356

Positions of all 11 atoms, in Å:
H1 -0.197 2.238 -0.443
N1 0.569 1.569 -0.258
C1 0.160 0.371 -0.402
N2 1.027 -0.599 -0.400
O1 2.315 -0.285 0.371
N3 0.586 -1.787 -0.119
N4 -0.683 -1.772 -0.229
N5 -1.012 -0.414 -0.441
S1 -2.589 -0.085 0.050
H2 2.189 0.668 0.467
H3 -2.365 0.096 1.402

These are the Mulliken partial charges, in e, on atoms 1 to 8:
1. H 0.24
2. N -0.72
3. C 0.40
4. N 0.50
5. O -0.46
6. N -0.38
7. N -0.17
8. N 0.17

No. 13
CH3NO | wB97M-V/def2-TZVPD

Strongest force on any atom (eV/Å): 6.32
Energy above the lowest of the compared OMol25 structures with the same formula, charge and spin (kcal per mole): 70.1
SMILES: C=NO
Gap between HOMO and LUMO (eV): 11.49
2S+1: 1
HOMO (Eh): -0.378

Positions of all 6 atoms, in Å:
C1 0.573 -0.594 0.200
N1 0.183 0.522 -0.010
O1 -1.180 0.648 -0.645
H1 0.022 -1.575 0.442
H2 1.583 -0.560 0.553
H3 -1.180 1.559 -0.540

Here is what Mulliken gives for the atomic charges, in e:
1. C -0.19
2. N -0.31
3. O -0.37
4. H 0.25
5. H 0.26
6. H 0.35

No. 14
CH3NO2 | wB97M-V/def2-TZVPD

Strongest force on any atom (eV/Å): 3.21
Energy above the lowest of the compared OMol25 structures with the same formula, charge and spin (kcal per mole): 165.1
Gap between HOMO and LUMO (alpha / beta) (eV): 7.95 / 7.97
2S+1: 1
HOMO (alpha / beta) (Eh): -0.329 / -0.330

Positions of all 7 atoms, in Å:
C1 -0.855 -0.199 -0.039
N1 2.165 -0.115 0.188
O1 1.427 0.783 0.105
O2 -0.204 -1.287 -0.144
H1 -1.407 0.313 -0.972
H2 0.162 0.503 -0.091
H3 -1.287 0.001 0.954

Here is what Mulliken gives for the atomic charges, in e:
1. C -0.31
2. N 0.12
3. O -0.10
4. O -0.50
5. H 0.25
6. H 0.25
7. H 0.28

No. 15
CH3NO2 | wB97M-V/def2-TZVPD

Strongest force on any atom (eV/Å): 2.26
Energy above the lowest of the compared OMol25 structures with the same formula, charge and spin (kcal per mole): 158.9
Gap between HOMO and LUMO (alpha / beta) (eV): 10.55 / 7.01
2S+1: 1
HOMO (alpha / beta) (Eh): -0.392 / -0.324

Positions of all 7 atoms, in Å:
C1 0.189 -0.074 -0.066
N1 -3.497 -0.265 0.180
O1 -2.325 -0.549 0.095
O2 -4.203 0.620 -0.252
H1 0.019 0.502 -0.969
H2 0.090 -1.187 -0.071
H3 0.022 0.421 0.869

Here is what Mulliken gives for the atomic charges, in e:
1. C -0.71
2. N 0.67
3. O -0.35
4. O -0.36
5. H 0.27
6. H 0.23
7. H 0.26

No. 16
CH3NO2P | wB97M-V/def2-TZVPD

Strongest force on any atom (eV/Å): 3.32
Energy above the lowest of the compared OMol25 structures with the same formula, charge and spin (kcal per mole): 27.6
Gap between HOMO and LUMO (eV): 7.26
Charge: -1
2S+1: 1
HOMO (Eh): -0.098

Positions of all 8 atoms, in Å:
C1 -2.045 -0.958 0.600
N1 1.445 -0.329 -0.305
O1 -2.606 -0.916 -0.393
O2 -0.699 0.456 0.748
P1 0.442 1.184 0.126
H1 1.151 -0.887 0.457
H2 2.481 -0.098 -0.109
H3 -0.170 1.548 -1.124

Here is what Mulliken gives for the atomic charges, in e:
1. C -0.04
2. N -0.73
3. O -0.22
4. O -0.41
5. P -0.01
6. H 0.25
7. H 0.23
8. H -0.08

No. 17
CH3NO2S | wB97M-V/def2-TZVPD

Strongest force on any atom (eV/Å): 3.35
Energy above the lowest of the compared OMol25 structures with the same formula, charge and spin (kcal per mole): 123.4
Gap between HOMO and LUMO (alpha / beta) (eV): 8.17 / 8.80
2S+1: 1
HOMO (alpha / beta) (Eh): -0.327 / -0.328

Positions of all 8 atoms, in Å:
C1 1.805 0.121 0.341
N1 0.584 0.340 0.112
O1 -0.291 1.138 -0.146
O2 -2.204 0.619 -0.198
S1 -2.545 -0.807 0.018
H1 2.485 0.961 0.092
H2 2.234 -0.878 0.771
H3 -2.067 -1.495 -0.990

Here is what Mulliken gives for the atomic charges, in e:
1. C -0.35
2. N 0.26
3. O -0.35
4. O -0.33
5. S 0.14
6. H 0.25
7. H 0.23
8. H 0.14

No. 18
CH3NO2S | wB97M-V/def2-TZVPD

Strongest force on any atom (eV/Å): 2.46
Energy above the lowest of the compared OMol25 structures with the same formula, charge and spin (kcal per mole): 22.4
Gap between HOMO and LUMO (eV): 9.60
2S+1: 1
HOMO (Eh): -0.321

Positions of all 8 atoms, in Å:
C1 2.555 -0.809 -0.606
N1 -0.588 -0.687 0.499
O1 1.918 -0.204 0.106
O2 -1.054 1.388 -0.864
S1 -1.774 0.381 0.315
H1 -0.645 2.188 -0.619
H2 -0.377 -1.441 -0.165
H3 -0.036 -0.816 1.334

Here is what Mulliken gives for the atomic charges, in e:
1. C 0.08
2. N -0.40
3. O -0.07
4. O -0.50
5. S 0.07
6. H 0.31
7. H 0.24
8. H 0.27

No. 19
CH3NO2S | wB97M-V/def2-TZVPD

Strongest force on any atom (eV/Å): 2.18
Energy above the lowest of the compared OMol25 structures with the same formula, charge and spin (kcal per mole): 66.8
SMILES: O=[N+]([O-])CS
Gap between HOMO and LUMO (eV): 9.64
2S+1: 1
HOMO (Eh): -0.364

Positions of all 8 atoms, in Å:
O1 -2.295 1.443 -0.576
N1 -1.586 0.442 -0.709
O2 -0.996 0.036 -1.717
C1 -1.461 -0.351 0.574
S1 0.206 -0.850 0.891
H1 -1.707 0.455 1.371
H2 -2.246 -1.193 0.564
H3 0.606 -1.155 -0.374

Here is what Mulliken gives for the atomic charges, in e:
1. O -0.51
2. N 0.86
3. O -0.51
4. C -0.39
5. S -0.22
6. H 0.31
7. H 0.29
8. H 0.17

No. 20
CH3NO2S | wB97M-V/def2-TZVPD

Strongest force on any atom (eV/Å): 6.04
Energy above the lowest of the compared OMol25 structures with the same formula, charge and spin (kcal per mole): 88.2
SMILES: CS[N+](=O)[O-]
Gap between HOMO and LUMO (alpha / beta) (eV): 9.89 / 9.89
2S+1: 1
HOMO (alpha / beta) (Eh): -0.374 / -0.374

Positions of all 8 atoms, in Å:
C1 0.445 -0.790 0.832
S1 -1.061 -0.298 -0.057
N1 -0.579 0.959 -1.089
O1 0.676 1.386 -0.809
O2 -1.338 1.367 -1.905
H1 0.390 -2.001 0.913
H2 0.162 -0.234 1.809
H3 1.305 -0.389 0.306

Here is what Mulliken gives for the atomic charges, in e:
1. C -0.70
2. S 0.06
3. N 0.83
4. O -0.56
5. O -0.51
6. H 0.29
7. H 0.26
8. H 0.32